45
Properties=species:S:1:pos:R:3:lowdin_charge:R:1 method="wB97M-V/def2-TZVPD" e_homo_ev="-10.87 / -11.26" e_above_lowest_kcal_mol=10.4 total_charge=+1 spin_multiplicity=2 energy_ha=-2816.67946
I -0.2318 -4.3836 5.0834 0.975
I -0.1817 -5.1725 -0.8968 0.984
Ti -0.0462 -0.2226 -0.5529 1.039
F -0.5802 4.2553 -2.1166 0.107
F -3.0746 4.9467 -2.7825 0.129
F -2.1543 0.0508 -0.6139 0.017
F -4.7062 0.8233 -1.2485 0.127
O -0.1179 -2.0023 -0.7015 -0.224
N 1.9046 -0.1037 -1.0382 -0.380
N -0.0029 -0.3316 1.3428 -0.021
N -0.0821 1.5968 -1.0079 -0.122
C -3.9490 2.9062 -2.0490 0.093
C -0.2120 -4.4018 2.0763 -0.192
C -1.5765 3.3813 -1.9222 -0.134
C 2.8003 -1.0407 -0.3346 -0.037
C 1.9087 -0.4179 -2.4837 -0.035
C -3.7083 1.6673 -1.4899 -0.216
C -1.2964 2.1232 -1.3751 -0.151
C -0.1750 -3.5575 3.1551 -0.640
C -0.0456 -1.1846 3.9981 -0.003
C -0.0990 -2.1551 2.9755 -0.195
C -2.4204 1.3042 -1.1793 -0.090
C -0.0822 -1.6783 1.6471 -0.131
C -0.0098 0.1498 3.6753 -0.015
C -0.1840 -3.9052 0.7642 -0.622
C -0.1368 -2.5477 0.5229 -0.398
C 2.2947 1.3031 -0.7758 -0.143
C 1.1911 2.2682 -1.2474 -0.175
C 0.0028 0.5487 2.3409 -0.060
C -2.8702 3.7464 -2.2535 -0.203
H 1.3163 2.5174 -2.3043 0.125
H 1.5218 -1.4264 -2.6296 0.101
H 1.2862 0.2901 -3.0322 0.101
H 2.9217 -0.3752 -2.8917 0.115
H -0.2682 -5.4700 2.2340 0.091
H 3.2466 1.5366 -1.2605 0.140
H -0.0313 -1.5017 5.0320 0.074
H 3.8377 -0.9048 -0.6521 0.111
H 0.0047 0.9034 4.4496 0.121
H 2.4992 -2.0628 -0.5578 0.101
H 2.4232 1.4029 0.3033 0.126
H -4.9516 3.2113 -2.3105 0.148
H 1.2784 3.2005 -0.6879 0.130
H 2.7368 -0.8797 0.7407 0.100
H 0.0192 1.5919 2.0548 0.129